{"formula": "C40H37BrN7NiOS5", "method": "ωB97M-V/def2-TZVPD", "species": ["Ni", "Br", "C", "C", "C", "C", "C", "C", "N", "C", "C", "C", "C", "C", "C", "N", "H", "H", "H", "H", "H", "H", "H", "H", "H", "N", "C", "N", "C", "C", "S", "C", "C", "S", "C", "N", "N", "H", "H", "H", "H", "H", "H", "C", "N", "C", "C", "C", "C", "C", "C", "C", "C", "H", "H", "H", "H", "H", "H", "H", "H", "H", "H", "H", "H", "H", "O", "C", "C", "C", "C", "C", "S", "C", "C", "C", "C", "S", "C", "C", "C", "C", "S", "H", "H", "H", "H", "H", "H", "H", "H", "H"], "positions_angstrom": [[0.96411, 0.57448, -0.39836], [-7.33672, 0.92597, -0.12136], [-5.48982, 0.66977, 0.25438], [-4.69519, 1.88613, 0.16980], [-3.37099, 2.01105, 0.00201], [-2.34213, 1.00848, -0.23722], [-2.74182, -0.46164, -0.33217], [-5.08555, -0.55352, 0.58767], [-1.14113, 1.34856, -0.60526], [-0.82414, 2.62744, -0.99110], [0.30805, 2.77796, -1.78956], [0.61663, 4.00492, -2.44503], [1.66145, 4.07122, -3.31196], [2.43855, 2.91979, -3.55564], [2.14144, 1.79446, -2.84481], [1.12728, 1.69967, -1.96102], [-5.25720, 2.80218, 0.30294], [-3.01838, 3.03054, 0.06817], [-1.02963, -1.02535, 0.34366], [-5.80219, -1.36336, 0.60686], [-1.56064, 3.41872, -1.03194], [-0.00730, 4.86750, -2.25127], [1.88856, 4.99996, -3.81932], [3.24984, 2.91868, -4.26754], [2.73306, 0.90498, -2.98920], [0.51536, 3.50724, 1.72824], [0.92140, 2.37815, 2.33483], [0.89826, 1.20019, 1.76805], [1.41726, 0.24440, 2.61604], [1.85553, 0.68308, 3.81466], [1.61339, 2.38739, 3.92765], [1.35578, -1.13187, 2.12539], [1.57355, -2.27839, 2.80595], [1.20037, -3.63767, 1.81254], [0.78013, -2.56803, 0.52954], [0.92894, -1.29801, 0.81357], [0.41490, -3.01959, -0.70805], [0.02655, 3.40618, 0.83934], [0.38259, 4.34586, 2.26392], [2.28451, 0.12342, 4.62798], [1.85860, -2.40706, 3.83586], [0.04184, -3.95789, -0.72726], [-0.20002, -2.35931, -1.17762], [5.64366, -1.28396, -1.99738], [4.37415, -1.94350, -1.58682], [3.27699, -1.66353, -2.55329], [3.93910, -1.60040, -0.15862], [3.96302, -0.13147, 0.12898], [5.17398, 0.33252, 0.66778], [5.39114, 1.66853, 0.91930], [4.38252, 2.56749, 0.60340], [3.18378, 2.11253, 0.08371], [2.90110, 0.75274, -0.14690], [5.94270, -1.68892, -2.96094], [6.40643, -1.48002, -1.24907], [5.46613, -0.21450, -2.06773], [4.53503, -2.94988, -1.59166], [2.96642, -0.63795, -2.38704], [2.44833, -2.33279, -2.33923], [3.64513, -1.80664, -3.56618], [4.63259, -2.13937, 0.48676], [2.95263, -2.03228, -0.07762], [5.95282, -0.38397, 0.90916], [6.32275, 2.00436, 1.35419], [4.52358, 3.62687, 0.77720], [2.42303, 2.85471, -0.11544], [-1.58896, -1.25914, -0.40592], [-3.64402, -0.90637, 0.90973], [-3.17926, -0.23101, 2.20095], [-1.95332, -0.37114, 2.78570], [-1.84525, 0.27903, 4.04121], [-3.01491, 0.87496, 4.40377], [-4.23303, 0.64596, 3.23460], [-3.56377, -2.40900, 1.17680], [-3.16986, -3.46039, 0.40016], [-3.36919, -4.72617, 1.01820], [-3.90965, -4.61512, 2.26065], [-4.18703, -2.98617, 2.68034], [-3.45457, -0.62777, -1.66819], [-3.45020, 0.27219, -2.69407], [-4.17604, -0.16221, -3.83650], [-4.72416, -1.39137, -3.65932], [-4.36210, -2.02981, -2.11742], [-1.16355, -0.97774, 2.36629], [-0.95396, 0.28167, 4.65051], [-3.22931, 1.42714, 5.30421], [-2.73053, -3.35125, -0.57767], [-3.11744, -5.66973, 0.55650], [-4.15778, -5.40199, 2.95376], [-2.94921, 1.22746, -2.64566], [-4.28776, 0.42210, -4.73742], [-5.32720, -1.96140, -4.34712]], "forces_ev_per_a": [[0.274, 0.144, -0.538], [0.013, 0.000, -0.013], [-0.053, 0.010, -0.005], [-0.089, -0.095, 0.111], [0.109, 0.003, 0.057], [-0.217, 0.172, 0.028], [-0.122, -0.023, -0.016], [0.014, 0.119, 0.108], [0.048, -0.336, -0.030], [0.011, 0.115, 0.115], [0.111, 0.035, -0.090], [-0.021, -0.005, -0.039], [0.002, 0.052, -0.016], [-0.023, -0.044, -0.008], [-0.045, 0.061, -0.059], [0.090, -0.019, 0.214], [-0.017, -0.007, 0.006], [0.035, -0.019, 0.014], [0.100, 0.126, 0.118], [-0.008, 0.012, 0.029], [-0.023, -0.047, -0.031], [-0.008, -0.011, 0.004], [0.002, -0.002, -0.004], [0.006, 0.005, -0.003], [0.028, 0.165, 0.008], [-0.003, 0.121, -0.061], [0.036, -0.133, 0.038], [-0.118, 0.076, 0.262], [-0.051, -0.051, -0.069], [0.028, 0.015, 0.005], [-0.034, 0.002, 0.017], [0.036, 0.043, 0.022], [0.011, 0.013, -0.008], [-0.029, -0.037, 0.024], [0.068, -0.119, -0.107], [-0.089, 0.107, 0.080], [0.203, -0.066, -0.052], [-0.018, -0.021, 0.016], [-0.021, -0.002, -0.002], [0.009, -0.009, 0.004], [0.019, 0.016, 0.010], [0.013, 0.003, 0.020], [-0.039, -0.018, -0.062], [-0.038, -0.015, -0.008], [-0.002, -0.042, -0.028], [0.041, -0.043, 0.060], [-0.090, -0.007, -0.031], [-0.021, 0.065, -0.169], [-0.003, 0.030, 0.035], [0.064, -0.039, 0.023], [-0.077, 0.019, -0.050], [0.135, -0.053, 0.018], [-0.131, -0.066, 0.264], [0.009, 0.011, -0.005], [0.010, 0.004, -0.011], [0.018, 0.001, 0.007], [0.020, 0.014, -0.002], [-0.035, -0.158, 0.031], [-0.057, -0.010, 0.006], [-0.013, 0.005, -0.005], [-0.017, 0.012, 0.009], [-0.083, -0.065, 0.063], [0.002, -0.010, 0.006], [0.009, -0.001, -0.009], [-0.012, 0.011, 0.000], [-0.046, 0.028, -0.034], [0.042, 0.007, -0.002], [0.016, 0.049, 0.022], [0.084, -0.047, -0.026], [0.028, 0.027, -0.056], [-0.064, 0.002, -0.036], [0.002, -0.032, 0.053], [-0.044, 0.111, -0.123], [-0.124, -0.090, -0.102], [0.149, -0.044, 0.036], [0.015, 0.008, 0.082], [-0.040, -0.031, -0.060], [0.007, 0.019, 0.045], [0.008, -0.002, -0.105], [0.019, -0.038, -0.006], [-0.012, 0.007, 0.017], [0.007, 0.021, 0.030], [-0.031, 0.005, -0.078], [-0.002, -0.005, 0.011], [0.044, 0.022, 0.004], [0.004, -0.001, 0.015], [-0.034, -0.009, 0.042], [0.000, -0.016, -0.006], [-0.009, -0.019, -0.002], [0.016, 0.015, 0.011], [0.002, -0.002, -0.013], [0.001, 0.000, -0.016]], "total_charge": 1, "lumo_ev": -2.503, "homo_lumo_gap_ev": 6.074, "relative_energy_kcal_mol": 1.7}

{"formula": "C40H37CuN4O2Sb", "method": "ωB97M-V/def2-TZVPD", "species": ["Cu", "C", "C", "C", "C", "C", "C", "N", "C", "C", "C", "C", "C", "C", "N", "N", "C", "C", "C", "C", "C", "N", "H", "H", "H", "H", "H", "H", "H", "H", "H", "H", "H", "H", "H", "C", "C", "C", "C", "C", "C", "C", "Sb", "C", "C", "C", "C", "C", "C", "C", "C", "C", "C", "C", "C", "C", "C", "H", "H", "H", "H", "H", "H", "H", "H", "H", "H", "H", "H", "H", "H", "H", "H", "H", "H", "H", "H", "H", "C", "C", "O", "O", "H", "H", "H"], "positions_angstrom": [[14.87576, 11.11881, 11.76411], [12.25613, 15.20178, 14.50187], [11.79140, 14.00466, 13.98614], [12.63380, 13.29448, 13.15216], [13.94651, 13.74744, 12.90203], [14.41700, 14.88641, 13.60068], [13.53395, 15.73106, 14.17367], [14.65949, 13.01645, 11.95576], [15.70707, 13.62341, 11.27561], [15.65526, 14.89242, 10.66844], [16.75143, 15.37815, 9.99395], [17.91043, 14.59846, 9.76248], [17.84505, 13.24475, 10.04616], [16.80355, 12.76591, 10.85862], [16.72566, 11.47732, 11.25205], [17.65489, 10.58181, 11.22147], [17.06474, 9.44070, 11.67641], [17.79596, 8.23162, 11.84473], [17.12168, 7.15541, 12.33484], [15.74020, 7.14614, 12.42094], [15.07436, 8.22217, 11.96544], [15.70686, 9.39689, 11.85476], [11.56657, 15.81901, 15.10782], [10.84289, 13.59830, 14.30710], [12.29901, 12.32325, 12.68742], [15.49583, 15.06672, 13.44173], [13.76187, 16.75620, 14.43191], [14.78106, 15.44288, 10.93939], [16.86147, 16.42159, 9.81699], [18.73670, 15.02151, 9.22433], [18.59408, 12.54016, 9.63927], [18.85455, 8.26036, 11.74606], [17.71120, 6.29913, 12.66109], [15.09620, 6.30942, 12.78333], [13.98115, 8.25169, 11.85682], [8.87231, 15.83962, 7.32895], [8.53270, 15.81277, 8.80478], [7.67197, 16.79867, 9.35977], [7.37786, 16.77752, 10.72125], [7.73357, 15.63414, 11.48593], [8.60103, 14.72903, 10.97439], [8.94480, 14.73129, 9.58461], [10.05020, 12.77098, 8.94756], [11.52042, 13.47390, 7.47137], [11.76198, 12.62448, 6.38295], [12.84954, 12.93662, 5.51789], [13.57176, 14.08688, 5.66754], [13.25702, 14.94705, 6.72598], [12.34247, 14.59128, 7.68940], [12.06580, 15.50190, 8.91519], [8.67801, 12.06685, 7.42486], [8.69060, 12.60462, 6.13568], [7.81599, 12.16574, 5.16188], [6.91269, 11.10549, 5.46353], [6.89602, 10.54063, 6.72816], [7.65692, 11.14321, 7.73345], [7.48079, 10.75020, 9.20745], [8.62715, 16.78645, 6.88019], [8.43445, 14.92552, 6.79036], [10.01786, 15.72021, 7.27145], [7.34264, 17.61801, 8.70061], [6.72482, 17.53959, 11.11560], [7.34769, 15.54004, 12.48584], [9.09453, 13.98749, 11.57242], [11.17232, 11.72241, 6.10364], [13.10439, 12.20450, 4.73563], [14.39500, 14.26151, 4.99343], [13.76648, 15.90471, 6.75798], [11.66662, 14.99277, 9.75853], [11.30101, 16.27445, 8.65872], [12.94704, 16.02225, 9.16963], [9.28797, 13.51536, 5.96414], [7.98687, 12.58928, 4.16942], [6.17621, 10.79401, 4.73846], [6.19223, 9.80880, 7.00897], [6.90583, 9.79494, 9.25636], [6.90772, 11.53948, 9.72045], [8.36824, 10.49658, 9.78040], [12.84963, 9.67322, 8.50625], [12.23002, 10.50308, 9.59862], [10.99706, 10.87614, 9.36736], [12.85821, 10.79002, 10.64382], [12.39436, 9.84588, 7.48197], [12.58880, 8.61969, 8.73563], [13.91897, 9.76172, 8.57023]], "forces_ev_per_a": [[-1.790, -0.038, -0.271], [-0.529, 1.835, 0.052], [0.942, -0.102, 0.464], [-0.174, -1.228, -0.463], [-1.254, -0.670, -0.290], [1.862, -1.062, -2.454], [-1.986, -0.318, 1.565], [2.058, 1.720, 0.756], [-1.128, -2.162, -0.731], [0.724, -0.048, 0.784], [0.537, -0.193, 1.193], [-1.015, -1.083, -0.375], [0.975, 0.628, -0.147], [0.648, 0.203, -0.173], [0.648, 0.536, -0.758], [-0.331, 1.631, 0.399], [-1.060, -2.660, -0.206], [-0.767, 1.615, 0.307], [0.826, -1.072, 0.577], [-0.976, -2.320, 0.119], [-0.739, 1.720, 0.945], [0.631, -0.640, -0.909], [0.467, -0.309, -0.418], [-0.162, 0.085, -0.209], [0.433, 1.234, 0.334], [-0.695, 0.498, 0.171], [0.288, -0.125, 0.398], [-0.293, 0.742, -0.288], [-0.430, 0.740, -0.595], [0.226, 0.069, -0.218], [-0.401, 0.444, 0.602], [0.630, -0.087, -0.190], [-0.253, 0.005, -0.128], [1.102, 0.415, -0.446], [0.499, 0.076, 0.187], [1.579, -1.635, 0.203], [-1.425, -0.166, 0.089], [1.281, 0.154, -0.046], [-0.695, -1.324, -0.681], [-0.409, 2.168, 0.090], [0.882, -0.784, -2.378], [0.025, 0.641, -0.038], [-0.688, 2.555, 1.296], [-0.519, -1.231, 0.031], [1.096, 0.418, -0.823], [-1.046, -1.549, 0.108], [-0.151, 0.158, 0.407], [0.849, 0.133, -0.534], [-1.312, 0.631, 0.963], [-0.766, 0.202, -2.241], [-0.984, 0.327, -0.150], [-0.010, 0.586, 0.448], [-0.209, -1.019, -0.045], [0.787, 0.857, -0.559], [0.421, 2.053, 0.159], [1.837, -0.588, 1.155], [-1.173, -1.074, -0.599], [-0.352, 0.243, -0.427], [0.389, 1.752, 0.736], [-1.757, 0.132, -0.295], [0.068, -0.267, 0.493], [-0.092, 0.065, 0.255], [0.164, 0.106, 0.431], [-0.253, -0.625, 0.442], [0.331, 0.829, 0.705], [-0.113, 0.478, 0.264], [0.069, 0.389, -0.076], [0.126, -0.053, 0.362], [-0.101, -0.668, 0.696], [0.533, -0.506, 0.115], [1.131, 0.559, 0.470], [0.093, -1.034, -0.314], [-0.769, -0.157, 0.130], [0.145, -0.224, -0.292], [-0.785, -0.851, 0.115], [-0.056, 0.712, -0.034], [0.255, -0.311, -0.018], [0.455, 0.519, -0.266], [-0.784, -0.835, -0.673], [-1.581, 1.010, 0.029], [2.630, -3.009, 0.441], [-0.117, -0.449, -0.614], [0.775, 0.185, 1.298], [0.186, 0.376, 0.003], [0.530, 0.040, -0.413]], "total_charge": -1, "lumo_ev": [1.282, 1.107], "homo_lumo_gap_ev": [4.768, 4.593]}